#i
Entry from OMol25: 2 unconnected molecules or ions with the total composition H4O2 (ωB97M-V/def2-TZVPD).

The HOMO energy comes out at -10.6 eV. The SMILES is O.O. Its total charge is 0.

```
6
Properties=species:S:1:pos:R:3:lowdin_charge:R:1
H -1.105 -1.476 -0.535 0.031
H -0.274 -0.333 -0.127 -0.057
H 0.618 1.489 1.027 0.069
H 1.664 0.439 0.523 0.072
O -0.849 -0.597 -0.849 -0.087
O 0.737 0.582 0.738 -0.028
```

#ii
Entry from OMol25: 2 unconnected molecules or ions with the total composition H4O2 (ωB97M-V/def2-TZVPD).

The HOMO energy comes out at -10.8 eV. The SMILES is O.O. Its total charge is 0.

```
6
Properties=species:S:1:pos:R:3:lowdin_charge:R:1
H 1.440 -0.074 1.085 0.055
H 0.843 -1.334 0.647 0.074
H -1.087 0.569 -0.068 0.048
H -0.429 0.606 -1.429 0.016
O 0.558 -0.401 0.827 -0.075
O -1.326 0.634 -1.061 -0.117
```

#iii
Entry from OMol25: 2 unconnected molecules or ions with the total composition H4O2 (ωB97M-V/def2-TZVPD).

The HOMO energy comes out at -10.8 eV. The SMILES is O.O. Its total charge is 0.

```
6
Properties=species:S:1:pos:R:3:lowdin_charge:R:1
H -1.752 0.612 0.067 0.016
H -1.735 -0.796 -0.396 0.065
H 1.299 0.624 -0.457 0.006
H 1.645 -0.158 0.883 0.057
O -1.148 -0.113 0.011 -0.060
O 1.691 -0.168 -0.108 -0.084
```

#iv
Entry from OMol25: 2 unconnected molecules or ions with the total composition H4O2 (ωB97M-V/def2-TZVPD).

The HOMO energy comes out at -11.6 eV. The SMILES is O.O. Its total charge is 0.

```
6
Properties=species:S:1:pos:R:3:lowdin_charge:R:1
H -8.315 2.114 1.365 0.036
H -8.719 3.421 1.276 0.036
O -7.887 2.947 1.106 -0.073
H 8.077 -2.133 -1.580 0.027
H 8.707 -3.262 -0.695 0.047
O 8.137 -3.086 -1.472 -0.073
```

It turns out #i is the most stable, with the second structure 1.3 kcal/mol higher.

#i
Entry from OMol25: 2 unconnected molecules or ions with the total composition H4O2 (ωB97M-V/def2-TZVPD).

The HOMO energy comes out at -11.0 eV. The SMILES is O.O. Its total charge is 0.

```
6
Properties=species:S:1:pos:R:3:lowdin_charge:R:1
H 1.683 -0.135 0.721 0.032
H 1.245 0.886 -0.221 0.066
H -1.989 -0.615 -0.210 0.003
H -0.653 -0.198 -0.261 -0.012
O 1.215 -0.071 -0.086 -0.031
O -1.502 0.132 0.056 -0.057
```

#ii
Entry from OMol25: 2 unconnected molecules or ions with the total composition H4O2 (ωB97M-V/def2-TZVPD).

The HOMO energy comes out at -11.0 eV. The SMILES is O.O. Its total charge is 0.

```
6
Properties=species:S:1:pos:R:3:lowdin_charge:R:1
O 0.550 1.616 0.664 -0.062
H 0.564 0.804 0.156 -0.017
H -0.328 1.648 1.042 0.026
O -0.199 -0.975 -0.677 -0.038
H 0.445 -1.651 -0.467 0.046
H -1.033 -1.442 -0.718 0.044
```

It turns out #ii is the most stable, with the second structure 3.4 kcal/mol higher.

#i
Entry from OMol25: a molecular structure, H4O2 (ωB97M-V/def2-TZVPD).

The HOMO energy comes out at -9.4 eV. Its total charge is 0.

```
6
Properties=species:S:1:pos:R:3:lowdin_charge:R:1
O -1.231 0.276 0.134 -0.085
H -0.288 0.116 0.104 -0.371
H -1.431 0.690 -0.705 0.016
O 0.662 -0.166 0.049 0.171
H 1.475 -0.268 -0.445 0.132
H 0.813 -0.648 0.862 0.136
```

#ii
Entry from OMol25: 2 unconnected molecules or ions with the total composition H4O2 (ωB97M-V/def2-TZVPD).

The HOMO energy comes out at -11.3 eV. The SMILES is O.O. Its total charge is 0.

```
6
Properties=species:S:1:pos:R:3:lowdin_charge:R:1
O 1.216 -0.354 -1.200 -0.051
H 1.802 -1.090 -1.021 0.029
H 1.777 0.307 -1.606 0.031
O -1.861 0.667 1.241 -0.054
H -1.360 0.244 0.543 0.019
H -1.574 0.227 2.042 0.027
```

#iii
Entry from OMol25: 2 unconnected molecules or ions with the total composition H4O2 (ωB97M-V/def2-TZVPD).

The HOMO energy comes out at -11.3 eV. The SMILES is O.O. Its total charge is 0.

```
6
Properties=species:S:1:pos:R:3:lowdin_charge:R:1
H 1.666 0.322 -0.655 0.030
H 1.311 1.789 -0.856 0.075
H -1.161 -0.250 0.688 0.032
H -1.235 -1.692 0.550 0.004
O 0.906 0.865 -0.895 -0.088
O -1.487 -1.036 1.168 -0.053
```

It turns out #ii is the most stable, with the second structure 1.7 kcal/mol higher.

#i
Entry from OMol25: 2 unconnected molecules or ions with the total composition H4O2 (ωB97M-V/def2-TZVPD).

The HOMO energy comes out at -11.3 eV. The SMILES is O.O. Its total charge is 0.

```
6
Properties=species:S:1:pos:R:3:lowdin_charge:R:1
H -1.520 0.606 0.367 0.034
H -2.395 -0.583 -0.021 0.036
H 1.346 -0.096 0.500 0.013
H 1.990 0.550 -0.611 0.053
O -1.520 -0.204 -0.161 -0.060
O 2.099 -0.274 -0.074 -0.076
```

#ii
Entry from OMol25: 2 unconnected molecules or ions with the total composition H4O2 (ωB97M-V/def2-TZVPD).

The HOMO energy comes out at -11.6 eV. The SMILES is O.O. Its total charge is 0.

```
6
Properties=species:S:1:pos:R:3:lowdin_charge:R:1
H 2.160 0.539 -0.375 0.046
H 0.757 0.139 0.017 -0.009
H -1.302 -0.907 0.136 0.023
H -1.604 0.552 0.473 0.016
O 1.640 -0.221 -0.060 -0.061
O -1.652 -0.101 -0.191 -0.014
```

It turns out #ii is the most stable, with the second structure 1.9 kcal/mol higher.